(1)
C3H3BrNO4 | ωB97M-V/def2-TZVPD

HOMO = -4.3 eV
LUMO level = 3.4041 eV
Energy relative to the best compared isomer or geometry (same formula, charge and spin) = 0.490 eV
Orbital gap = 7.74 eV
Total charge = -1

Geometry (Å):
C 0.554 -1.181 1.271
C -1.115 0.879 0.017
C 0.228 0.333 -0.018
N 0.580 -0.260 -1.268
O 1.706 -1.173 1.368
O -0.287 -0.931 -1.858
O -0.484 -1.627 1.524
O 1.750 -0.305 -1.597
Br 1.520 1.626 0.401
H -1.138 1.871 -0.318
H -1.650 0.212 -0.635
H -1.663 0.558 1.111

(2)
H26O13 | ωB97M-V/def2-TZVPD

HOMO = -10.0 eV
LUMO level = -0.7329 eV
Energy relative to the best compared isomer or geometry (same formula, charge and spin) = 8.624 eV
Orbital gap = 9.26 eV
Total charge = 0

Geometry (Å):
H 0.413 -1.012 -0.956
H 0.006 0.258 -0.121
H -0.117 0.033 2.050
H -1.186 -0.610 1.093
H 3.134 0.241 -2.105
H 3.117 -0.404 -3.428
H 2.260 0.946 -0.179
H 3.130 2.169 -0.315
H -1.432 -4.241 -0.835
H -1.596 -4.702 0.470
H 1.373 0.371 3.071
H 2.718 0.403 3.967
H 4.647 1.404 -1.217
H 4.649 0.068 -0.601
H -1.172 2.751 0.350
H -0.978 2.615 -1.079
H -0.525 -2.621 -1.693
H -2.030 -2.770 -1.253
H -0.363 -0.651 3.554
H 0.215 -1.710 4.547
H -5.208 1.561 -1.566
H -3.703 1.493 -1.213
H -3.545 2.119 1.458
H -3.619 3.569 1.276
H 1.040 -0.948 -2.486
H -0.041 -0.552 -3.363
O -0.136 -0.667 -0.189
O -0.874 0.234 1.439
O 2.641 -0.412 -2.623
O 2.319 1.931 0.155
O -1.583 -5.067 -0.380
O 1.865 -0.076 3.756
O 5.036 0.538 -1.352
O -1.451 3.110 -0.515
O -1.468 -2.265 -1.804
O 0.055 -0.780 4.463
O -4.525 1.652 -0.853
O -3.916 2.913 1.876
O 0.851 -0.890 -3.399

(3)
C6H33NO11 | ωB97M-V/def2-TZVPD

HOMO = -9.7 eV
LUMO level = 0.0351 eV
SMILES = CCN(CC)C(C)=O.O.O.O.O.O.O.O.O.O.O
Energy relative to the best compared isomer or geometry (same formula, charge and spin) = 1.892 eV
Orbital gap = 9.77 eV
Total charge = 0

Geometry (Å):
C -2.639 1.189 0.135
C -1.536 0.351 0.766
N -0.194 0.702 0.213
C 0.863 0.867 1.257
C 1.947 1.824 0.786
C 0.288 -0.243 -0.777
C 0.730 0.294 -2.067
O 0.435 -1.439 -0.488
H -2.705 1.031 -0.937
H -3.614 0.942 0.576
H -2.453 2.256 0.253
H -1.798 -0.698 0.654
H -1.516 0.505 1.850
H 0.345 1.239 2.153
H 1.297 -0.084 1.567
H 2.510 1.432 -0.061
H 1.522 2.772 0.443
H 2.649 2.016 1.598
H 0.084 1.082 -2.470
H 0.773 -0.461 -2.857
H 1.726 0.748 -2.017
O 2.979 -2.446 -0.503
H 2.032 -2.169 -0.589
H 3.038 -3.245 -1.033
O -0.640 3.230 -1.549
H -0.765 3.926 -0.885
H -0.435 2.435 -1.025
O -0.679 3.967 1.105
H -0.638 3.003 1.150
H -1.239 4.258 1.857
O 3.954 -0.027 -1.381
H 3.623 -0.886 -1.044
H 4.895 -0.099 -1.528
O -0.970 -2.890 1.357
H -0.505 -3.729 1.450
H -0.399 -2.328 0.751
O -3.023 -2.759 -0.370
H -2.307 -2.889 0.300
H -3.807 -2.444 0.106
O -0.357 -1.276 3.509
H -0.684 -1.843 2.783
H 0.557 -1.580 3.586
O -2.239 1.598 -3.518
H -1.826 2.258 -2.928
H -2.201 0.776 -2.999
O 2.503 -2.344 2.491
H 3.358 -2.216 2.912
H 2.706 -2.383 1.538
O -1.802 -1.007 -1.991
H -1.539 -1.590 -2.722
H -2.307 -1.627 -1.406

(4)
C33H57BrEuN2O2Si | ωB97M-V/def2-TZVPD

HOMO (alpha / beta) = -4.8 / -6.0 eV
LUMO level (alpha / beta) = -0.2928 / -0.2931 eV
Spin multiplicity = 8
⟨S²⟩ = 15.76
Orbital gap (alpha / beta) = 4.48 / 5.75 eV
Total charge = 0

Geometry (Å):
O 1.064 -2.086 -3.452
O 0.880 -1.764 -5.822
C 2.534 -2.221 -3.272
C 2.995 -3.297 -2.325
H 2.889 -1.240 -2.944
H 2.952 -2.418 -4.266
H 2.806 -3.069 -1.267
H 4.075 -3.392 -2.395
H 2.529 -4.246 -2.584
C 0.216 -3.209 -2.905
C 0.095 -4.348 -3.886
H -0.770 -2.772 -2.695
H 0.674 -3.547 -1.974
H -0.339 -4.043 -4.855
H -0.581 -5.107 -3.466
H 1.059 -4.815 -4.104
C -0.246 -0.781 -5.838
C 2.002 -1.456 -6.801
C -1.168 -1.017 -4.667
H -0.722 -1.007 -6.799
H 0.201 0.244 -5.843
H -1.399 -2.085 -4.563
H -2.121 -0.508 -4.893
H -0.752 -0.582 -3.732
C 2.427 -2.671 -7.601
H 2.864 -1.001 -6.277
H 1.552 -0.697 -7.453
H 2.801 -3.503 -6.998
H 3.258 -2.339 -8.257
H 1.626 -2.985 -8.262
H 0.944 -2.168 -4.852
N -0.900 -0.264 1.305
C -1.570 0.303 2.305
C -2.346 1.466 2.127
C -2.594 2.150 0.914
C -1.586 -0.353 3.654
H -0.595 -0.651 4.014
H -2.224 -1.244 3.621
H -2.001 0.348 4.383
C -3.831 3.002 0.848
H -4.494 2.666 0.043
H -3.551 4.041 0.654
H -4.362 2.934 1.802
N -1.770 2.106 -0.122
C -0.364 -1.551 1.210
C 1.015 -1.803 1.391
C 1.964 -0.675 1.724
C 1.499 -3.094 1.196
H 2.561 -3.294 1.371
C 0.628 -4.112 0.798
H 0.997 -5.137 0.679
C -0.723 -3.832 0.560
H -1.413 -4.614 0.239
C -1.227 -2.544 0.734
C -2.645 -2.214 0.385
C -2.011 2.748 -1.355
C -1.478 4.041 -1.626
C -0.993 4.943 -0.522
C -1.478 4.507 -2.944
H -1.062 5.494 -3.161
C -2.018 3.741 -3.981
H -1.967 4.096 -5.006
C -2.636 2.524 -3.695
H -3.115 1.945 -4.487
C -2.671 2.032 -2.388
C -3.399 0.758 -2.102
Eu 0.591 1.349 0.405
H 2.425 -0.189 0.822
H 2.829 -1.067 2.280
H 1.515 0.104 2.384
H -2.757 -1.287 -0.200
H -3.278 -2.092 1.278
H -3.071 -3.033 -0.215
H -0.499 5.831 -0.939
H -0.276 4.471 0.180
H -1.832 5.325 0.076
H -4.008 0.827 -1.192
H -2.716 -0.100 -2.000
H -4.080 0.542 -2.937
H -2.932 1.779 2.996
C 1.022 1.637 -1.686
Si 2.246 2.522 -2.718
H -0.023 1.718 -2.108
H 1.281 0.516 -1.783
C 3.684 1.388 -3.206
C 2.669 4.021 -1.704
C 1.461 2.763 -4.421
H 1.744 3.709 -4.907
H 0.370 2.696 -4.337
H 1.805 1.934 -5.063
H 4.300 1.046 -2.360
H 4.314 1.876 -3.968
H 3.206 0.494 -3.656
H 3.052 3.689 -0.729
H 1.778 4.632 -1.499
H 3.428 4.622 -2.224
Br 1.489 3.403 1.922

Energy, respectively: -82880.4237; -27033.3228; -30771.4070; -139467.5887 eV.